Here is a 10-piece molecular cluster, C51H127N7O19 overall from the Open Molecules 2025 dataset. Energies are from ωB97M-V with the def2-TZVPD basis set.

* net charge: 0
* calculated total energy: -104261.6674 eV
* frontier orbital gap: 8.53 eV
* highest occupied orbital energy: -8.4 eV
* structure (SMILES): CC1(C)CCCC(C)(C)N1O.COCCNCCOC.COCCNCCOC.COCCNCCOC.COCCNCCOC.COCCNCCOC.COCCNCCOC.OCCO.OCCO.OCCO

Last column: Löwdin charge in e.
Positions of all 204 atoms, in Å:
C -0.96446 2.20396 0.86237  -0.027
C -0.19372 0.85596 0.89190  -0.439
C 0.02961 0.30359 -0.58333  -0.050
C 1.30525 1.02668 1.34968  -0.135
C 1.44624 1.14741 2.87527  -0.184
C 0.85499 -0.12066 3.54270  -0.108
C -0.71351 -0.27649 3.17124  -0.458
C -1.07635 -1.69500 3.51459  -0.071
C -1.66051 0.73145 3.96284  -0.016
N -0.88581 -0.21426 1.69314  -0.112
O -2.19041 -0.51507 1.23852  -0.013
H -0.58565 3.01287 0.23766  0.082
H -2.03060 2.08727 0.66785  0.078
H -0.76581 2.61901 1.85049  0.056
H 0.63548 0.85330 -1.30364  0.076
H 0.35050 -0.73805 -0.59492  0.077
H -0.92995 0.31862 -1.10017  0.064
H 2.03260 0.30700 0.97403  0.117
H 1.57984 2.04220 1.06433  0.112
H 2.47737 1.23720 3.21705  0.106
H 0.86663 2.01046 3.20281  0.099
H 1.04614 -0.10210 4.61565  0.109
H 1.36745 -1.01774 3.19522  0.106
H -2.04889 -2.02954 3.15355  0.078
H -1.04354 -1.96702 4.56959  0.087
H -0.40715 -2.36370 2.97318  0.085
H -1.47549 0.61931 5.03115  0.078
H -2.69581 0.45277 3.76642  0.068
H -1.62524 1.79343 3.71984  0.061
H -2.77528 0.13183 1.63981  0.076
C -5.92651 0.43476 -5.43225  -0.149
O -7.09344 -0.06151 -5.94864  -0.202
C -7.11817 -0.23106 -7.38830  -0.187
C -8.15275 -1.24044 -7.79126  -0.240
N -7.81715 -2.56222 -7.34973  -0.069
C -8.82817 -3.58475 -7.49291  -0.196
C -9.39595 -3.68193 -8.98440  -0.193
O -8.32538 -3.98748 -9.84847  -0.179
C -7.67763 -5.16524 -9.55690  -0.149
H -5.84851 1.45574 -5.80591  0.081
H -5.04376 -0.12243 -5.74590  0.087
H -6.05874 0.61142 -4.36482  0.091
H -6.16419 -0.61358 -7.75119  0.126
H -7.44426 0.73676 -7.76921  0.126
H -8.22541 -1.14556 -8.87468  0.123
H -9.14258 -0.98652 -7.41196  0.122
H -7.52549 -2.52687 -6.38340  0.111
H -9.68826 -3.25280 -6.91140  0.104
H -8.50906 -4.54043 -7.07704  0.109
H -9.91594 -2.75687 -9.23333  0.108
H -10.22716 -4.38329 -9.05710  0.113
H -7.16332 -5.55368 -10.43594  0.087
H -8.33068 -5.99025 -9.27234  0.092
H -6.89136 -4.98459 -8.82393  0.085
C 6.12544 1.61984 6.05631  -0.101
O 6.04207 2.98673 5.59528  -0.184
C 5.33167 3.83115 6.51239  -0.239
C 5.31965 5.24884 6.01947  -0.221
N 4.44039 5.34710 4.84874  -0.062
C 4.40629 6.75871 4.44610  -0.185
C 3.32329 6.92085 3.25522  -0.187
O 3.84866 6.48199 1.98502  -0.218
C 3.19408 6.97077 0.79321  -0.097
H 6.96589 1.11934 5.57541  0.080
H 5.28335 1.01686 5.71661  0.077
H 6.27463 1.45864 7.12395  0.083
H 5.81420 3.73343 7.48487  0.113
H 4.32578 3.46686 6.72115  0.120
H 6.33433 5.46910 5.68778  0.118
H 5.07254 6.00727 6.76232  0.121
H 4.76514 4.79439 4.06826  0.111
H 5.34169 7.05661 3.97241  0.108
H 4.26718 7.47751 5.25362  0.109
H 3.06259 7.97914 3.26724  0.100
H 2.37898 6.40218 3.42062  0.110
H 3.35078 8.04901 0.76276  0.082
H 2.16818 6.63416 0.64371  0.081
H 3.76352 6.62809 -0.07074  0.080
C 3.59807 -3.85887 8.88760  -0.121
O 4.29909 -3.11977 9.85830  -0.187
C 4.23430 -3.73663 11.12193  -0.242
C 4.68469 -2.77392 12.23390  -0.188
N 3.69074 -1.94377 12.97063  -0.045
C 2.77713 -1.20294 12.09837  -0.206
C 1.75940 -0.42945 12.96259  -0.236
O 2.39011 0.66948 13.60149  -0.201
C 1.40529 1.55886 14.22136  -0.080
H 3.79922 -4.91778 8.72532  0.089
H 3.61581 -3.37327 7.91191  0.085
H 2.56623 -3.69258 9.19705  0.082
H 4.86964 -4.62229 11.12893  0.119
H 3.24002 -4.10174 11.37925  0.119
H 5.59382 -2.24816 11.94208  0.112
H 5.23959 -3.42217 12.91210  0.103
H 4.08834 -1.23809 13.57397  0.101
H 2.26759 -1.99335 11.54727  0.106
H 3.14982 -0.51447 11.33995  0.120
H 1.28319 -1.10862 13.66976  0.119
H 0.94465 0.02868 12.40187  0.107
H 0.61642 1.78208 13.50305  0.077
H 1.85384 2.51364 14.49574  0.082
H 0.97825 1.12588 15.12595  0.083
C 10.26468 4.50625 -9.73532  -0.113
O 9.50086 4.56307 -8.56847  -0.172
C 8.16098 4.81426 -8.81165  -0.264
C 7.33511 4.35403 -7.62251  -0.200
N 7.57912 2.97019 -7.26133  -0.085
C 6.93188 2.04866 -8.09304  -0.216
C 6.78862 0.77419 -7.20540  -0.206
O 5.96648 0.96404 -6.04676  -0.200
C 5.67895 -0.27121 -5.41926  -0.110
H 10.03956 3.52944 -10.16340  0.091
H 11.27612 4.81817 -9.47493  0.095
H 9.92986 5.17842 -10.52536  0.079
H 7.84305 4.30637 -9.72218  0.111
H 7.91996 5.85100 -9.04658  0.122
H 6.27121 4.58930 -7.59276  0.116
H 7.74152 4.94708 -6.80323  0.118
H 7.34064 2.82875 -6.29014  0.110
H 7.53098 1.83970 -8.97933  0.116
H 6.00677 2.49360 -8.45951  0.115
H 7.75865 0.38927 -6.89080  0.119
H 6.46563 -0.06003 -7.82820  0.110
H 5.08748 -0.17570 -4.50869  0.084
H 6.64000 -0.69374 -5.12608  0.090
H 5.01925 -0.83802 -6.07623  0.089
C -8.28815 -3.91905 -0.68682  -0.136
O -8.70159 -2.59812 -0.52552  -0.200
C -8.03597 -1.89350 0.56859  -0.187
C -8.33279 -0.42524 0.48328  -0.202
N -7.59777 0.37610 1.47434  -0.078
C -7.79880 1.77531 1.55179  -0.227
C -9.21188 2.22610 2.08866  -0.218
O -9.52914 1.87640 3.41851  -0.180
C -8.56794 2.39245 4.35590  -0.101
H -7.20683 -3.91111 -0.82384  0.085
H -8.79376 -4.17964 -1.61663  0.089
H -8.59771 -4.62668 0.08230  0.084
H -6.95760 -1.86868 0.41174  0.120
H -8.33957 -2.36893 1.50128  0.127
H -9.37967 -0.14137 0.59079  0.109
H -8.06110 -0.03975 -0.49941  0.126
H -7.81437 0.09923 2.42119  0.105
H -7.63735 2.28228 0.60047  0.118
H -7.05456 2.17889 2.23834  0.098
H -10.02796 1.79714 1.50720  0.111
H -9.29734 3.29814 1.91112  0.111
H -8.37302 3.46477 4.37091  0.089
H -7.61610 1.88821 4.18902  0.071
H -8.90746 2.16754 5.36696  0.087
C 4.60391 -11.62240 -3.32162  -0.177
O 4.00762 -10.47893 -2.86986  -0.193
C 4.22596 -10.19571 -1.45340  -0.146
C 3.61443 -8.72465 -1.16217  -0.167
N 3.67105 -8.28326 0.23888  -0.094
C 2.97405 -7.01430 0.53003  -0.177
C 3.61870 -5.85949 -0.33733  -0.190
O 5.07426 -5.77182 -0.18148  -0.212
C 5.53258 -5.38035 1.12485  -0.096
H 4.54422 -11.66843 -4.40901  0.092
H 4.21746 -12.55755 -2.91634  0.079
H 5.63536 -11.78291 -3.00785  0.079
H 5.28312 -10.24284 -1.19204  0.110
H 3.75017 -11.00236 -0.89569  0.112
H 2.55253 -8.74869 -1.40689  0.116
H 4.23143 -8.04950 -1.75511  0.111
H 4.62663 -7.97643 0.35210  0.075
H 2.97272 -6.74704 1.58675  0.109
H 2.00194 -7.25144 0.09775  0.106
H 3.18039 -4.92325 0.00827  0.098
H 3.20437 -5.74172 -1.33861  0.116
H 4.75959 -4.71780 1.51420  0.083
H 6.47503 -4.83480 1.17248  0.082
H 5.70530 -6.26189 1.74222  0.082
O -0.17190 3.83588 -7.93451  -0.050
C -0.33256 4.59754 -6.79326  -0.289
C 0.96102 5.21877 -6.15153  -0.175
O 1.05813 6.57977 -6.69832  -0.087
H -0.80875 4.21389 -8.54534  0.088
H -1.04952 5.40195 -6.95752  0.113
H -0.89539 3.98678 -6.08736  0.106
H 1.76741 4.50359 -6.31386  0.117
H 0.72380 5.31959 -5.09244  0.104
H 1.89024 6.70761 -7.15967  0.073
O -6.37857 7.86775 1.03548  -0.053
C -5.49688 8.80110 0.49520  -0.280
C -4.20207 8.66971 1.34007  -0.245
O -3.19399 9.56059 0.94376  -0.065
H -7.17569 7.88612 0.50082  0.090
H -5.40198 8.75351 -0.58961  0.114
H -5.81904 9.83954 0.57240  0.113
H -3.81923 7.65145 1.27158  0.117
H -4.50426 8.93320 2.35366  0.125
H -3.05592 9.54037 -0.00605  0.084
O -0.70349 -5.56857 -4.11212  -0.063
C -1.85147 -5.01232 -3.48717  -0.233
C -2.64998 -4.10314 -4.43454  -0.254
O -3.43391 -4.80051 -5.42442  -0.067
H -1.00527 -6.40271 -4.47920  0.082
H -2.61382 -5.78176 -3.36512  0.118
H -1.54512 -4.48970 -2.58102  0.121
H -2.09705 -3.24363 -4.81351  0.115
H -3.35680 -3.55714 -3.80973  0.105
H -3.80484 -4.07085 -5.92602  0.075

Here is C51H27Cl4N5O5Re as an isolated structure from the Open Molecules 2025 dataset. Energies are from ωB97M-V with the def2-TZVPD basis set.

* net charge: 0
* calculated total energy: -123228.2099 eV
* multiplicity: 4
* frontier orbital gap (alpha / beta): 5.73 / 5.09 eV
* expectation value of S²: 3.8390
* highest occupied orbital energy (alpha / beta): -7.3 / -7.2 eV

Last column: Löwdin charge in e.
Positions of all 93 atoms, in Å:
Re 0.12928 0.19990 0.13543  1.927
Cl -4.60276 0.49833 -7.35971  0.666
C -3.61845 0.28099 -5.93930  -0.613
C -2.21784 0.07023 -6.23967  -0.134
C -1.34075 -0.26967 -5.30463  0.015
C -1.78494 -0.22813 -3.85726  -0.248
C -3.25246 -0.42916 -3.71315  0.026
C -4.14698 -0.15761 -4.69038  -0.079
C 0.21890 0.46113 -2.78179  -0.082
C 1.34352 1.11455 -2.30423  -0.206
C 2.40753 1.92636 -2.86471  0.026
C 3.32686 2.13851 -1.94743  0.034
C 2.95118 1.41395 -0.77645  -0.220
C 3.60550 1.25505 0.35553  -0.034
C 4.89639 1.83160 0.69712  -0.225
C 4.90386 2.92626 1.55260  0.021
C 6.14260 3.47566 1.91039  -0.075
C 7.25925 3.02582 1.20841  -0.674
Cl 8.68666 3.99114 1.30318  0.674
C 7.28906 1.92483 0.35224  -0.081
C 6.05764 1.30638 0.17575  -0.025
C 3.09601 0.13156 1.28271  -0.179
N 1.87348 -0.47079 1.14099  -0.010
C 2.02448 -1.63381 1.93114  -0.226
C 1.06081 -2.62253 2.10898  -0.041
C 1.51014 -3.90945 2.72167  -0.221
C 1.37479 -4.15287 4.06658  -0.022
C 1.85226 -5.36624 4.59247  -0.081
C 2.34908 -6.38272 3.75386  -0.677
Cl 3.02040 -7.77560 4.50902  0.686
C 2.39165 -6.14653 2.39605  -0.093
C 1.91921 -4.95558 1.87544  0.004
C -0.31694 -2.47120 1.82985  -0.215
C -1.31838 -3.36566 2.20554  -0.001
C -2.50356 -2.74170 2.04598  0.003
C -2.25962 -1.43766 1.53465  -0.214
N -0.91262 -1.27755 1.35580  0.008
C -3.29395 -0.54886 1.12619  -0.091
C -2.98990 0.26044 0.06305  -0.201
C -3.74270 1.36410 -0.48059  0.050
C -2.97913 1.95499 -1.44101  0.052
C -1.74974 1.22025 -1.60272  -0.400
N -1.83414 0.08445 -0.68394  0.004
C -4.53574 -0.39803 1.92000  -0.199
C -5.78783 -0.42101 1.40620  -0.037
C -6.85476 -0.19044 2.25594  -0.125
C -6.67911 0.03133 3.58331  -0.645
Cl -7.99062 0.71269 4.51773  0.649
C -5.36880 -0.02766 4.17226  -0.068
C -4.34255 -0.20355 3.29707  -0.029
C 3.25928 -1.64982 2.55500  0.008
C 3.91149 -0.49681 2.19179  -0.004
N 1.71189 0.84463 -1.05739  -0.008
H -1.96179 0.19454 -7.29679  0.105
H -0.26093 -0.32226 -5.55850  0.143
H -3.62693 -0.51994 -2.71965  0.107
H -5.18713 -0.32263 -4.49342  0.109
H 2.33252 2.11297 -3.92718  0.128
H 4.28207 2.65537 -2.04654  0.137
H 3.97522 3.31027 1.88984  0.117
H 6.22239 4.34983 2.53177  0.102
H 8.19290 1.69711 -0.17979  0.102
H 5.99304 0.44122 -0.45245  0.124
H 0.86755 -3.43939 4.68261  0.125
H 1.77259 -5.60025 5.64240  0.098
H 2.75209 -6.92318 1.78551  0.094
H 1.95895 -4.80278 0.79426  0.134
H -1.06752 -4.34463 2.58064  0.125
H -3.42823 -3.18613 2.41160  0.126
H -4.63366 1.79220 -0.09303  0.112
H -3.30677 2.87541 -1.96791  0.146
H -5.95116 -0.75277 0.36881  0.137
H -7.87042 -0.04068 1.88523  0.110
H -5.22247 0.28105 5.19023  0.102
H -3.32037 -0.15591 3.66183  0.129
H 3.61563 -2.37940 3.21648  0.108
H 4.92167 -0.30409 2.47138  0.116
O -0.64263 4.63074 -3.99642  0.036
C -0.70920 3.56591 -3.12706  -0.336
C -0.17303 3.85884 -1.84274  0.067
C -0.10544 2.96237 -0.80234  -0.207
N -0.67304 1.76744 -0.81372  -0.068
C -1.10661 1.02951 -3.06675  -0.164
C -1.16880 2.42803 -3.64621  0.050
C -0.15687 -0.81252 -2.29432  -0.538
O -1.08813 -1.32715 -3.09945  0.099
O 0.27898 -1.50579 -1.39703  0.031
C 0.60995 3.11594 0.47890  -0.511
O 1.15120 4.11546 0.85983  0.123
O 0.50990 1.96403 1.19900  -0.166
H -0.56554 5.47484 -3.53292  0.102
H 0.18299 4.89353 -1.69543  0.137
H -1.54193 2.50843 -4.68620  0.139